The following is a quantum chemistry calculation of C25H18IN13STi as an isolated structure, from the Open Molecules 2025 dataset.

HOMO-LUMO gap (alpha / beta) = 0.24935 / 0.25750 hartree
net charge = -1
<S²> = 0.756
LUMO (alpha / beta) = 1.9 / 1.8 eV
spin multiplicity = 2

```
59
C25H18IN13STi the ωB97M-V functional and the def2-TZVPD basis
Ti -0.260 0.006 -0.064
N -4.157 -1.814 1.196
C -2.858 -1.429 1.077
S -2.472 0.243 1.209
N -1.997 -2.416 0.943
N -0.720 -1.953 0.870
C 0.231 -2.790 1.057
C 0.008 -4.234 1.336
C 0.168 -4.754 2.613
C -0.023 -6.112 2.841
C -0.361 -6.951 1.789
C -0.510 -6.431 0.507
C -0.330 -5.074 0.280
C 1.591 -2.254 0.928
C 2.708 -3.056 1.077
C 3.960 -2.477 0.941
C 4.054 -1.124 0.677
C 2.884 -0.395 0.527
N 1.675 -0.947 0.628
H -4.850 -1.107 1.025
H -4.365 -2.757 0.911
H 0.430 -4.092 3.431
H 0.093 -6.514 3.840
H -0.505 -8.010 1.965
H -0.768 -7.084 -0.317
H -0.433 -4.655 -0.715
H 2.589 -4.110 1.282
H 4.854 -3.081 1.042
H 5.010 -0.629 0.573
H 2.911 0.663 0.316
N -1.990 -0.520 -3.070
C -2.046 0.762 -2.551
N -2.799 1.708 -3.067
N -2.573 2.779 -2.271
N -1.756 2.476 -1.322
N -1.380 1.180 -1.479
C -0.949 -1.384 -2.818
N -0.687 -2.445 -3.558
N 0.372 -3.021 -2.951
N 0.730 -2.342 -1.915
N -0.105 -1.275 -1.792
H -2.436 -0.635 -3.965
I 1.776 1.704 -2.305
C 1.591 3.306 -0.962
C 2.002 4.532 -1.399
C 2.003 5.627 -0.510
C 1.642 5.442 0.791
C 1.229 4.171 1.261
C 0.912 3.984 2.630
C 0.554 2.753 3.086
C 0.439 1.675 2.177
C 0.660 1.794 0.822
C 1.142 3.063 0.368
H 2.334 4.663 -2.420
H 2.314 6.601 -0.867
H 1.670 6.267 1.495
H 0.978 4.836 3.299
H 0.333 2.598 4.136
H 0.111 0.723 2.587
```


The following is a quantum chemistry calculation of the molecule C25H18N4O4S in a non-equilibrium geometry, from the Open Molecules 2025 dataset.

HOMO-LUMO gap = 0.26604 hartree
net charge = 0
LUMO = -1.2 eV
SMILES string = Cc1ccc(Cc2cnc(NC(=O)/C(C#N)=C/c3ccc(-c4ccccc4[N+](=O)[O-])o3)s2)cc1

```
52
C25H18N4O4S the ωB97M-V functional and the def2-TZVPD basis
C 6.947 0.357 -0.625
C 5.600 -0.030 -0.094
C 4.447 0.563 -0.596
C 3.202 0.224 -0.103
C 3.076 -0.720 0.909
C 1.717 -1.106 1.424
C 1.051 -2.076 0.508
C 1.511 -2.656 -0.630
N 0.641 -3.464 -1.284
C -0.499 -3.521 -0.692
N -1.515 -4.319 -1.171
C -2.874 -4.273 -1.009
O -3.582 -5.135 -1.472
C -3.412 -3.084 -0.270
C -4.291 -3.380 0.787
N -4.991 -3.650 1.655
C -3.094 -1.830 -0.662
C -3.515 -0.614 -0.050
C -4.426 -0.304 0.944
C -4.349 1.082 1.131
C -3.381 1.540 0.261
C -2.860 2.875 0.042
C -3.702 3.984 0.145
C -3.243 5.253 -0.147
C -1.936 5.450 -0.574
C -1.079 4.371 -0.668
C -1.529 3.099 -0.339
N -0.550 2.042 -0.318
O 0.304 2.054 -1.176
O -0.602 1.243 0.593
O -2.896 0.517 -0.462
S -0.591 -2.586 0.797
C 4.223 -1.316 1.410
C 5.470 -0.973 0.916
H 7.232 1.338 -0.244
H 7.706 -0.360 -0.324
H 6.929 0.416 -1.712
H 4.527 1.299 -1.383
H 2.320 0.694 -0.512
H 1.800 -1.549 2.421
H 1.076 -0.223 1.506
H 2.491 -2.513 -1.046
H -1.194 -5.055 -1.793
H -2.414 -1.698 -1.494
H -5.062 -0.992 1.461
H -4.901 1.668 1.837
H -4.729 3.830 0.436
H -3.911 6.096 -0.058
H -1.586 6.439 -0.821
H -0.051 4.495 -0.973
H 4.144 -2.055 2.195
H 6.353 -1.448 1.321
```


The following is a quantum chemistry calculation of C25H19AsN10S5W as an isolated structure, from the Open Molecules 2025 dataset.

HOMO-LUMO gap = 0.21627 hartree
net charge = +2
LUMO = -7.2 eV

```
61
C25H19AsN10S5W the ωB97M-V functional and the def2-TZVPD basis
W -0.129 1.869 0.003
N 0.020 5.448 -1.747
C -0.335 4.414 -1.019
S 0.747 1.766 -2.291
N 0.625 3.932 -0.131
N 0.312 3.485 1.166
C -1.048 3.223 1.435
C -1.130 2.212 2.502
C -2.035 2.078 3.538
C -1.974 0.912 4.287
C -1.060 -0.086 3.958
C -0.245 0.091 2.857
N -0.269 1.231 2.161
H -0.503 5.712 -2.569
H 0.878 5.937 -1.531
H -1.795 3.988 1.274
H -2.741 2.865 3.760
H -2.640 0.774 5.130
H -0.990 -0.994 4.539
H 0.453 -0.671 2.533
C 4.310 2.252 0.721
C 2.938 2.500 0.738
N 2.077 1.549 0.392
C 2.580 0.342 0.059
C 3.948 0.135 0.029
N 4.813 1.090 0.352
C 1.579 -0.693 -0.217
C 1.880 -2.023 -0.424
C 0.861 -2.957 -0.621
C -0.449 -2.486 -0.553
C -0.691 -1.144 -0.340
N 0.307 -0.257 -0.193
C -2.032 -0.564 -0.220
C -3.207 -1.308 -0.267
N -4.400 -0.758 -0.119
C -4.437 0.548 0.097
C -3.286 1.316 0.160
N -2.081 0.766 -0.018
C 1.161 -4.381 -0.873
C 0.230 -5.379 -0.591
C 0.566 -6.700 -0.845
N 1.733 -7.074 -1.357
C 2.617 -6.123 -1.633
C 2.386 -4.774 -1.407
H 5.000 3.036 1.008
H 2.541 3.461 1.021
H 4.364 -0.818 -0.267
H 2.910 -2.342 -0.400
H -1.276 -3.162 -0.704
H -3.184 -2.377 -0.427
H -5.406 1.014 0.227
H -3.331 2.378 0.345
H -0.733 -5.168 -0.148
H -0.139 -7.492 -0.622
H 3.559 -6.448 -2.059
H 3.150 -4.064 -1.692
S -0.434 2.835 -5.673
As -2.339 2.450 -5.195
S -1.648 3.419 -1.341
S -0.312 0.312 -3.298
S -2.263 0.901 -3.498
```


The following is a quantum chemistry calculation of C25H19Br2CrN4O2S2 as an isolated structure in a non-equilibrium geometry, from the Open Molecules 2025 dataset.

HOMO-LUMO gap (alpha / beta) = 0.23527 / 0.24291 hartree
net charge = -1
<S²> = 6.018
LUMO (alpha / beta) = 2.0 / 1.9 eV
spin multiplicity = 5

```
55
C25H19Br2CrN4O2S2 the ωB97M-V functional and the def2-TZVPD basis
Cr -0.194 -0.789 0.483
Br -2.045 0.156 -4.195
C -1.534 -1.497 -3.437
C -1.617 -2.670 -4.198
C -1.267 -3.882 -3.666
Br -1.416 -5.440 -4.756
C -0.814 -3.994 -2.334
C -0.458 -5.186 -1.664
C -0.068 -5.129 -0.353
C -0.013 -3.895 0.308
N -0.319 -2.761 -0.290
C -0.721 -2.800 -1.590
C -1.082 -1.507 -2.121
O -0.963 -0.496 -1.347
H -1.966 -2.613 -5.219
H -0.502 -6.132 -2.186
H 0.206 -6.029 0.178
H 0.305 -3.818 1.341
S 2.251 -1.045 1.303
C 2.840 0.577 1.215
C 3.982 0.837 2.081
N 4.893 1.009 2.762
C 2.390 1.633 0.482
S 1.085 1.537 -0.670
C 2.997 2.930 0.653
N 3.412 4.000 0.761
C -4.383 4.231 -3.224
C -3.391 3.699 -2.224
C -3.675 2.598 -1.440
C -2.754 2.046 -0.550
C -3.272 0.906 0.294
C -1.469 2.610 -0.456
C -0.396 2.063 0.449
O -0.624 1.043 1.239
C -1.214 3.808 -1.161
C 0.058 4.596 -0.964
C -2.157 4.308 -2.043
H -5.342 3.720 -3.133
H -4.022 4.086 -4.245
H -4.549 5.301 -3.085
H -4.653 2.134 -1.518
H -4.358 0.856 0.199
H -3.010 1.023 1.343
H -2.864 -0.048 -0.037
H 0.201 2.858 0.907
H 0.933 3.996 -1.200
H 0.163 4.927 0.070
H 0.053 5.480 -1.601
H -1.920 5.211 -2.598
C -0.181 -1.044 5.138
C -0.400 -1.287 3.722
N -0.490 -1.485 2.598
H 0.788 -1.448 5.425
H -0.963 -1.510 5.734
H -0.180 0.030 5.321
```


The evaluated M for the records listed, in turn: 707.35 470.51 878.59 683.39 g mol⁻¹.
The evaluated relative energy (zero: lowest compared OMol25 entry of this formula, charge and spin) for the records listed, in turn: 0.0 0.0 11.1 14.4 kcal per mole.